# C15H29NPmSi2

C15H29NPmSi2 as an isolated structure (the ωB97M-V functional and the def2-TZVPD basis, the OMol25 dataset).

Properties
- Total charge: -1
- E: -49826.4980 eV
- 2S+1: 5
- Maximum force: 3.767 eV/Å
- Frontier orbital gap (alpha / beta): 5.75 / 5.75 eV

Cartesian coordinates (Å):
H 1.905 0.928 2.934
C 0.687 -2.370 -2.911
H -1.230 2.178 4.072
H 0.440 3.170 -2.170
C 2.909 0.960 0.022
C -1.833 -0.403 2.337
H -0.075 -4.281 -0.179
H -0.314 3.251 2.989
Si 1.407 2.105 -0.130
C -0.164 1.241 0.301
H -2.688 -5.194 -0.153
H -3.298 -1.655 -0.672
H 2.138 3.635 -1.924
H 3.808 1.579 -0.134
C 1.721 3.609 0.977
C -1.049 2.435 3.018
H -1.053 1.693 -0.191
H -1.503 -1.439 2.176
C 1.429 2.794 -1.878
C -1.956 -3.213 -0.129
C -2.950 -4.151 -0.306
C 0.181 -0.137 -3.242
H 2.595 4.153 0.586
H -1.435 -3.078 -3.135
H -3.956 -3.849 -0.578
H 0.278 0.934 -3.392
H -2.171 -0.333 3.383
Pm -0.211 -1.032 -0.792
H 2.994 0.493 1.011
H 0.794 0.090 4.038
H 1.381 -0.734 2.582
C 1.051 0.239 2.977
H 0.866 4.302 0.958
H 1.754 2.053 -2.618
H -1.992 2.817 2.600
H 1.926 3.356 2.026
H 2.309 -0.809 -2.898
C -0.723 -2.255 -3.112
C -0.585 -3.421 0.257
C 1.251 -1.058 -2.990
H -2.697 -0.229 1.683
N -2.296 -1.724 -0.479
H 1.236 -3.298 -2.745
H -2.031 -0.458 -3.473
Si -0.489 0.897 2.087
H -0.252 -3.082 1.249
H 2.932 0.165 -0.738
C -1.040 -0.874 -3.293

Atoms 1-3, force components in eV/Å:
H -0.184 -0.104 0.020
C -0.434 0.442 -0.584
H -0.030 0.138 -0.105

# C41H29Cl3F3FeN4O5S2

C41H29Cl3F3FeN4O5S2 as an isolated structure (the ωB97M-V functional and the def2-TZVPD basis, the OMol25 dataset).

Properties
- Energy relative to the best compared isomer or geometry (same formula, charge and spin): 0.328 eV
- Total charge: 0
- E: -160962.7560 eV
- 2S+1: 2
- Maximum force: 1.320 eV/Å
- Frontier orbital gap (alpha / beta): 7.05 / 7.55 eV

Cartesian coordinates (Å):
F -2.166 -0.074 4.474
O -2.718 2.787 2.884
H -5.784 -0.290 0.151
C -0.851 6.148 0.642
H -1.086 -0.805 -2.093
N 0.943 1.744 0.607
N -1.272 -0.616 0.027
C -1.093 -1.252 -1.114
C 2.259 -5.873 0.344
F -0.438 1.218 4.671
H -2.990 6.091 0.596
H 1.360 -1.310 4.618
C 3.135 -4.927 0.850
H -7.749 3.403 -2.476
H 1.931 -0.369 -2.424
C 1.619 5.916 0.746
Cl 4.760 -2.799 -5.631
H 2.213 -6.868 0.760
F -2.373 1.888 5.365
S 2.057 0.633 0.191
C 1.442 -5.513 -0.714
C -8.136 1.572 -1.426
S 5.020 -0.153 -4.255
C 1.295 3.105 0.617
C -2.126 4.134 0.502
Cl 4.165 -5.355 2.179
C 2.366 -3.322 -0.741
C 0.172 3.968 0.573
C 2.581 -0.106 1.715
C 1.654 -0.417 2.698
C 4.335 -1.093 3.009
C 3.923 -0.421 1.868
H 4.629 -0.137 1.098
C -7.322 2.592 -1.899
H 3.422 3.057 0.796
C 2.543 3.676 0.740
C 3.412 -1.429 3.990
H 3.895 -2.930 0.714
H 1.638 -2.953 -4.961
H 0.498 -4.656 -3.143
C -0.878 -3.606 -1.925
C -5.398 1.539 -0.894
C 4.150 -1.597 -4.564
H 3.692 5.481 0.876
C -7.582 0.535 -0.687
H -1.261 -4.526 -1.488
C -5.963 2.581 -1.633
H -3.078 3.634 0.465
O 1.380 -0.395 -0.559
C 2.779 -0.504 -3.079
C -1.226 -1.571 1.020
C 2.076 -1.080 3.840
C 2.046 -2.837 -3.950
O -1.471 1.062 2.103
H 1.736 6.990 0.806
C 3.801 0.385 -3.180
C 2.976 -1.666 -3.880
H -1.378 -1.313 2.052
H -5.325 3.374 -1.999
C 3.202 -3.654 0.312
C -1.756 1.208 4.406
C -2.038 1.801 2.998
H 3.736 -1.952 4.880
Cl 0.364 -6.733 -1.347
Fe -1.038 1.356 0.313
H 0.622 -0.115 2.591
C -3.993 1.521 -0.608
H 5.379 -1.351 3.133
O 3.232 1.202 -0.420
H -8.213 -0.261 -0.314
C 0.546 -3.839 -2.413
H 2.596 -3.753 -3.711
C -2.065 5.533 0.580
C 1.465 -4.238 -1.272
C -6.223 0.515 -0.424
C -1.051 -2.786 0.449
C -2.802 1.499 -0.379
N -0.962 -2.569 -0.908
H -1.519 -3.332 -2.762
H -0.987 -3.775 0.869
C 2.692 5.076 0.789
N -1.054 3.369 0.477
H -9.198 1.585 -1.632
O 0.971 -2.650 -3.037
H 3.911 1.318 -2.650
C 0.322 5.365 0.651
H -0.768 7.227 0.699
H 2.388 -2.319 -1.140

Atoms 1-3, force components in eV/Å:
F 0.016 0.002 0.005
O 0.043 0.025 0.017
H -0.002 0.000 0.000

# CH2F2O2PS

An isolated ion of composition CH2F2O2PS and charge -1 (the ωB97M-V functional and the def2-TZVPD basis, the OMol25 dataset).

Properties
- Energy relative to the best compared isomer or geometry (same formula, charge and spin): 4.628 eV
- Total charge: -1
- E: -30722.9095 eV
- Maximum force: 1.758 eV/Å
- Frontier orbital gap: 8.51 eV

Cartesian coordinates (Å):
O -0.500 2.474 -0.265
F -0.616 1.379 -3.965
H 0.265 -0.370 -0.726
C -1.215 1.424 -0.419
H -0.196 -0.151 1.197
O 0.919 1.078 -1.977
F -2.613 1.650 -0.474
S -0.324 1.809 -2.140
P -0.920 -0.317 0.014

Atoms 1-3, force components in eV/Å:
O -0.264 -0.004 1.469
F -0.051 -0.056 0.829
H 0.263 -0.125 -0.260

# C5H10NO2

A 2-piece molecular cluster, C5H10NO2 overall (the ωB97M-V functional and the def2-TZVPD basis, the OMol25 dataset).

Properties
- Energy relative to the best compared isomer or geometry (same formula, charge and spin): 10.167 eV
- Total charge: -1
- E: -10924.0974 eV
- Maximum force: 2.923 eV/Å
- Frontier orbital gap: 3.78 eV

Cartesian coordinates (Å):
H 1.221 -1.422 -1.068
N -0.981 0.139 2.382
C -1.599 -0.687 1.475
H -2.607 -0.965 1.780
H 1.978 -0.830 -2.550
H 0.051 1.146 0.861
O 2.812 -0.210 -0.821
H -1.398 0.083 -0.719
O -1.866 -0.153 0.105
C 0.228 0.638 1.838
H 0.929 -0.177 1.571
C 0.554 0.557 -1.527
H 0.791 1.267 2.532
H 0.753 1.226 -0.669
H -1.058 1.107 -2.830
C -0.549 0.452 -2.138
C 1.772 -0.556 -1.487
H -1.031 -1.616 1.264

Atoms 1-3, force components in eV/Å:
H -0.615 0.376 0.203
N -0.042 1.101 -0.239
C 0.515 -0.511 -0.509

# C58H94BrN19O4PS

A 16-piece molecular cluster, C58H94BrN19O4PS overall (the ωB97M-V functional and the def2-TZVPD basis, the OMol25 dataset).

Properties
- Total charge: -1
- E: -188327.0868 eV
- Maximum force: 7.032 eV/Å
- Frontier orbital gap: 6.14 eV

Cartesian coordinates (Å):
H 10.932 -2.012 -3.550
H -1.923 4.060 3.144
H 1.040 0.184 -3.881
H 2.681 0.985 -3.427
N -1.247 4.009 -4.056
N -8.003 2.836 -3.130
H 4.079 6.182 -1.370
H 2.521 -5.554 1.014
H 9.540 -4.489 -0.711
C 2.093 6.893 -1.641
C 8.213 2.777 6.154
C 0.701 -5.287 2.438
H 8.966 -6.146 -0.851
H 3.485 7.202 -0.064
P 2.336 -2.811 2.426
H -9.725 -5.224 -0.167
C -13.002 4.322 -5.092
H -0.994 -0.187 0.609
H -5.420 0.966 -3.200
H -0.319 1.740 -2.451
H 0.864 2.768 -3.413
C 0.712 1.633 3.433
H 2.093 -7.077 1.953
C -13.681 3.168 -4.493
C -5.921 1.506 -4.007
H -3.160 -3.362 0.177
H -0.611 6.553 -5.871
C 0.789 2.007 -2.541
C -2.301 -0.515 5.955
C -4.498 -1.820 0.580
C 1.635 -6.133 1.457
H 0.412 6.701 -4.445
H 0.536 6.251 6.921
N -4.406 4.798 2.380
C 3.722 -2.314 -1.992
C 1.426 2.734 -1.255
H 0.518 -2.194 -0.405
H -0.331 -3.273 0.829
H -1.042 3.814 -0.300
H -1.163 5.862 6.669
H -13.803 0.100 -2.365
H -5.182 2.171 -4.461
C -1.936 -1.360 4.814
H 2.989 0.949 2.765
C 4.485 -0.171 -1.596
H -4.060 0.201 1.634
C -4.668 -0.226 0.755
H -4.322 0.369 -0.177
N 3.255 -0.941 -1.830
C -5.219 4.589 1.589
H -2.577 -0.599 -1.068
H -6.978 5.139 0.533
C -2.307 -1.596 -0.573
H 6.573 -2.417 1.709
H -1.660 -2.170 -1.348
H 1.182 -1.289 -2.124
H 6.878 -0.604 -1.514
H -5.827 4.203 -0.413
H 8.069 -6.438 -5.216
C 8.141 -4.807 -2.282
H -13.652 4.850 -5.794
C 0.029 -2.204 0.634
H 0.328 0.903 2.642
H 8.580 2.431 7.124
H 1.563 -0.046 -0.817
C 4.429 -1.124 2.539
H 2.199 -3.467 1.153
O 3.727 -2.063 1.657
H 1.128 3.201 0.905
H 0.168 -3.409 3.525
C 1.856 -0.389 -1.867
C 9.583 -1.415 -2.018
H 9.232 -2.242 -3.946
H -2.744 2.824 1.399
C -0.061 6.192 4.881
H 0.357 -1.300 2.661
C -7.086 2.250 -3.517
H -3.205 0.065 5.753
H -1.109 -5.049 3.140
C 0.032 5.993 -5.187
H -9.524 -0.582 -0.634
C 3.089 0.659 3.885
H 4.403 0.957 -1.413
H -8.454 -4.256 0.574
H 4.501 -4.714 -6.049
C 5.268 -2.438 -1.912
N 7.278 -4.445 -2.959
H 10.125 -5.516 -2.016
N 1.228 7.253 -2.314
H -12.689 5.043 -4.332
C 9.839 -7.100 -4.245
H -0.597 7.515 6.456
S 6.265 -1.538 2.765
H -1.507 0.195 6.199
N -1.649 -2.024 3.916
C -6.253 4.323 0.586
C 1.128 -4.015 3.313
C 0.676 2.454 0.138
C 9.935 -1.581 -3.432
H 7.523 3.603 6.344
N 0.153 5.975 3.769
H 0.854 1.409 0.576
H 1.394 2.386 2.867
N -11.185 -1.721 -2.291
C -1.632 2.524 1.546
H 2.913 5.544 -0.216
N -14.214 2.260 -4.021
H 1.508 3.882 -1.406
C 1.656 0.959 4.556
H -9.735 1.048 -1.265
H 8.133 -8.171 -4.927
H 5.033 -4.374 -7.692
O -5.350 -2.551 1.213
N -0.583 -5.675 2.506
C 9.314 3.185 5.275
H 5.960 -3.345 -2.022
H 3.069 -3.232 -2.195
C -0.686 4.884 -4.554
H 3.840 1.412 4.322
O 5.899 0.120 6.198
N 6.287 -7.204 -6.930
C -0.333 6.467 6.295
H -12.441 1.195 -2.570
H 9.102 -7.458 -6.210
H -13.045 0.275 -3.941
C -10.366 -3.324 0.540
H -1.419 2.021 -0.617
H -2.492 -1.111 6.852
H 1.580 -4.326 4.335
C -8.163 0.850 0.154
C -1.331 -1.280 0.671
C -9.351 -4.204 -0.048
H 9.929 -0.625 -3.962
C 9.241 -5.259 -1.427
H -1.421 1.812 4.256
H -1.648 1.436 1.908
H -6.204 0.770 -4.764
Br 3.960 -4.259 3.293
C 8.737 -7.301 -5.192
N -3.481 -2.469 -0.257
N -7.508 1.266 1.007
N 10.699 -6.942 -3.494
H 1.826 1.787 5.356
C 1.018 -1.596 1.753
C -11.916 -0.866 -2.546
C -1.039 3.415 2.759
C 5.359 -4.762 -6.724
H 0.890 5.640 -5.766
C -0.516 2.495 4.007
H 7.630 1.961 5.718
N 4.184 -1.451 5.159
C 5.878 -6.129 -6.840
N 10.180 3.507 4.585
N 9.304 -1.290 -0.906
N -11.163 -2.631 1.002
C 3.562 -0.872 3.923
H -0.245 4.145 2.383
C 4.952 -0.613 5.784
C -0.909 2.741 0.129
H -6.809 3.410 0.813
H -12.107 4.020 -5.642
H -1.865 -1.547 1.668
H 4.524 -0.218 1.819
C -12.842 0.224 -2.871
C 3.192 6.435 -0.785
C 5.808 -0.978 -1.641
H 0.996 -6.484 0.566
H 6.116 -4.076 -6.336
H -8.383 0.062 -1.809
O 2.380 -1.727 3.783
C -8.987 0.322 -0.936
H 1.491 -0.605 1.390
H 2.512 2.338 -1.156
C 1.628 0.706 -3.029
H 1.181 0.081 5.112
H -5.802 -0.021 0.883
H -9.041 -3.854 -1.036
H -0.175 3.126 4.901

Atoms 1-3, force components in eV/Å:
H -0.091 0.046 0.230
H 1.563 -0.927 -0.625
H 1.062 0.963 1.281

# C14H28Br2O6S3

A 4-piece molecular cluster, C14H28Br2O6S3 overall (the ωB97M-V functional and the def2-TZVPD basis, the OMol25 dataset).

Properties
- SMILES string: O=S1(=O)CCCC1.O=S1(=O)CCCC1.O=S1(=O)CCCC1.BrCCBr
- Energy relative to the best compared isomer or geometry (same formula, charge and spin): 0.000 eV
- Total charge: 0
- E: -199846.3472 eV
- Maximum force: 2.481 eV/Å
- Frontier orbital gap: 9.97 eV

Cartesian coordinates (Å):
H -3.287 -4.443 2.304
O 1.683 -0.985 5.473
H -1.356 3.853 -3.532
H 0.168 5.624 -2.580
H -1.663 2.225 -1.405
H -0.080 6.090 -0.048
H -0.877 -4.363 1.769
H -1.709 5.496 -0.094
C 0.997 -0.684 -2.878
H -3.634 -4.458 0.500
C -0.884 2.947 -1.637
H -1.445 6.275 -2.382
H -0.140 1.257 3.948
C 2.111 -1.433 2.872
H 2.755 -2.068 -2.657
H -2.515 4.194 -2.343
H 3.071 -1.828 3.184
H 1.338 -0.275 -3.830
H 0.369 0.210 1.642
H 2.303 -1.040 -1.224
O 0.896 -2.640 0.178
H -1.362 -3.073 -2.134
S 0.878 -2.807 -1.239
C -2.979 -4.147 1.307
C 2.402 -0.127 2.084
H 2.584 -0.306 1.025
H 1.179 1.746 1.785
H -1.238 -4.489 0.056
C -0.285 -1.478 -3.173
C -1.434 4.096 -2.468
S 0.997 -0.924 4.200
C -0.737 5.408 -0.587
C -0.744 -2.210 -1.919
O 1.217 3.695 -0.210
H -1.011 -0.840 -3.680
H 3.218 0.413 2.570
O -0.246 -1.640 4.080
C -1.611 -4.721 1.049
C 0.805 0.785 3.681
H -0.045 2.425 -2.092
H 0.761 0.197 -2.275
H -0.075 -2.251 -3.922
O 1.129 -4.092 -1.834
O -0.919 3.202 1.052
H 1.513 1.339 4.306
H -1.153 -1.513 -1.191
S -0.234 3.713 -0.123
C 1.961 -1.571 -2.115
Br -2.870 -2.202 1.162
C 1.152 0.741 2.199
C -0.788 5.456 -2.091
H 1.583 -2.105 2.203
Br -1.748 -6.673 1.034

Atoms 1-3, force components in eV/Å:
H -0.449 0.281 -0.090
O 0.001 0.218 -0.347
H 0.335 0.180 0.042

# CH2NO6P

A 2-piece molecular cluster, CH2NO6P overall (the ωB97M-V functional and the def2-TZVPD basis, the OMol25 dataset).

Properties
- Total charge: -2
- E: -24132.8733 eV
- Maximum force: 1.808 eV/Å
- Frontier orbital gap: 7.50 eV

Cartesian coordinates (Å):
N 2.445 0.105 -0.142
O -2.318 -0.408 -1.169
P -1.583 -0.269 0.134
O 3.425 -0.557 0.235
H 0.071 0.389 -1.383
H -0.012 -1.163 1.005
O -0.548 -1.510 0.254
O 1.417 0.178 0.551
C -0.396 1.050 -0.555
O -0.212 2.233 -0.384
O -2.289 -0.048 1.454

Atoms 1-3, force components in eV/Å:
N -0.086 0.824 -1.521
O -0.606 -0.465 0.183
P -0.976 1.267 -0.387

# C5H7NO

One molecule with the formula C5H7NO (the ωB97M-V functional and the def2-TZVPD basis, the OMol25 dataset).

Properties
- SMILES string: C=C=C/C(O)=N/C
- Energy relative to the best compared isomer or geometry (same formula, charge and spin): 4.364 eV
- Total charge: 0
- E: -8831.8389 eV
- Maximum force: 3.170 eV/Å
- Frontier orbital gap: 9.10 eV

Cartesian coordinates (Å):
H -2.121 -1.627 0.260
C 1.171 -1.280 -1.315
H -2.103 0.334 1.539
C -1.176 0.433 1.013
H 1.595 -2.119 -0.747
C -0.486 1.541 1.007
C 0.620 2.192 0.827
C -0.541 -0.562 0.110
H 0.380 2.651 1.861
N 0.575 -0.318 -0.428
H 1.986 -0.786 -1.852
O -1.259 -1.683 -0.169
H 0.827 2.862 -0.001
H 0.459 -1.682 -2.046

Atoms 1-3, force components in eV/Å:
H 0.062 -0.073 -0.014
C 0.091 -0.182 -0.202
H -0.581 -0.245 -0.382

# C4H5NO2

One molecule with the formula C4H5NO2 (the ωB97M-V functional and the def2-TZVPD basis, the OMol25 dataset).

Properties
- Energy relative to the best compared isomer or geometry (same formula, charge and spin): 4.225 eV
- Total charge: 0
- E: -9810.0895 eV
- Maximum force: 1.339 eV/Å
- Frontier orbital gap (alpha / beta): 8.10 / 8.10 eV

Cartesian coordinates (Å):
H 2.338 -1.688 0.180
O -1.747 -0.186 1.299
C -0.406 0.636 -0.475
H 0.223 1.398 1.398
C 0.501 1.292 0.351
H -2.165 -0.684 -0.620
N 1.705 -0.007 0.393
O 0.444 -1.667 -0.728
C 1.393 -1.152 -0.109
H 1.112 2.090 -0.065
H -0.346 0.718 -1.556
C -1.535 -0.152 0.109

Atoms 1-3, force components in eV/Å:
H -0.304 -0.453 -0.256
O 0.117 0.089 -0.557
C 0.483 -0.396 0.067